A structure of composition C31H30ClIN5O2Re, computed with ωB97M-V/def2-TZVPD.

ORCA input file:
```
! wB97M-V def2-TZVPD RIJCOSX def2/J DEFGRID3
* xyz 1 4
Re 0.1272 -0.0525 0.0385
C 2.9099 -1.4499 1.3505
C 2.0376 -2.6896 1.5720
C 1.3618 -3.1942 0.3229
C 1.0357 -4.5393 0.1917
C 0.4621 -4.9872 -0.9852
C 0.2564 -4.0798 -2.0117
C 0.5992 -2.7602 -1.7938
N 1.1110 -2.3186 -0.6481
N 2.1983 -0.1692 1.4764
C 1.8311 0.1440 2.8549
C 0.8104 1.2587 2.9182
C 0.4003 1.7675 4.1419
C -0.5051 2.8159 4.1707
C -0.9727 3.3207 2.9642
C -0.5467 2.7335 1.7881
N 0.3168 1.7157 1.7597
C 3.0340 0.8989 0.9164
C 2.9616 0.9444 -0.5891
C 4.0489 1.3962 -1.3211
C 3.9520 1.4950 -2.6983
C 2.7663 1.1001 -3.2972
C 1.7342 0.6481 -2.4987
N 1.8048 0.5851 -1.1670
H 3.7539 -1.4559 2.0561
H 3.3181 -1.4925 0.3366
H 2.6574 -3.4906 1.9746
H 1.2619 -2.4808 2.3085
H 1.2321 -5.2268 0.9982
H 0.1950 -6.0245 -1.1076
H -0.1665 -4.3841 -2.9542
H 0.4713 -2.0205 -2.5693
H 1.3897 -0.7450 3.3139
H 2.7146 0.4275 3.4490
H 0.7808 1.3381 5.0555
H -0.8330 3.2287 5.1114
H -1.6636 4.1474 2.9433
H -0.8981 3.0802 0.8258
H 2.6656 1.8579 1.2940
H 4.0781 0.7923 1.2439
H 4.9572 1.6736 -0.8106
H 4.7822 1.8560 -3.2817
H 2.6428 1.1440 -4.3660
H 0.7974 0.3393 -2.9396
Cl -5.4006 1.9261 -4.4332
C -4.2096 1.1382 -3.4607
C -4.4118 -0.1761 -3.1023
C -3.4613 -0.8490 -2.3521
I -3.7032 -2.8631 -1.7794
C -2.2687 -0.2542 -1.9414
O -1.3524 -0.9282 -1.3490
C -2.1103 1.1409 -2.2367
N -1.0210 1.7327 -1.7133
C -0.7683 2.9810 -2.0212
C -1.5954 3.7355 -2.8662
C -2.7461 3.1719 -3.3563
C -3.0542 1.8337 -3.0411
H -5.3166 -0.6779 -3.4076
H 0.1233 3.4184 -1.5869
H -1.3142 4.7471 -3.1152
H -3.4292 3.7365 -3.9722
C -1.8371 -2.0493 3.2630
O -0.9294 -1.5837 2.2622
C -1.2527 -0.6724 1.3668
C -2.6455 -0.1220 1.4609
H -2.8088 -2.3131 2.8441
H -1.9756 -1.2857 4.0326
H -1.3703 -2.9343 3.6956
H -2.8433 0.2542 2.4674
H -3.3549 -0.9282 1.2623
H -2.8152 0.6769 0.7409
*
```

## Properties
total energy: -66926.0680 eV
HOMO (alpha / beta): -9.1 / -8.9 eV
expectation value of S²: 3.883
energy relative to the best compared isomer or geometry (same formula, charge and spin): 0.0000 eV
Kohn-Sham gap (alpha / beta): 6.8 / 6.3 eV

Atomic partial charges in e from the Mulliken method, atoms 1 to 2: number 1, Re, carries 1.613; number 2, C, carries -1.197

An isolated molecule of C8H15N2P, computed with ωB97M-V/def2-TZVPD.

ORCA input file:
```
! wB97M-V def2-TZVPD RIJCOSX def2/J DEFGRID3
* xyz 0 1
C -0.7317 -0.0611 -0.4478
C -0.7622 1.4306 2.3405
C -0.0835 0.7197 0.3946
C 1.1571 -1.5140 -2.2574
C -0.2188 -0.9751 2.2697
C -0.7482 0.2864 -1.9188
C -0.2691 -0.8472 -2.8397
C 0.2137 0.4645 1.8345
N -0.4948 2.7185 2.1667
N 0.4983 2.1379 -0.1657
P 0.8280 3.1979 0.9409
H -1.1365 -1.0107 -0.0744
H -1.7483 1.0392 2.5542
H 0.9686 -2.4683 -1.7734
H 1.7100 -1.7171 -3.1736
H 1.6687 -0.7586 -1.6955
H -1.1317 -1.2039 1.7237
H 0.5045 -1.7585 2.0296
H -0.2495 -1.0661 3.3181
H -0.1311 1.1325 -1.9804
H -1.7745 0.5592 -2.2564
H -0.1847 -0.5563 -3.8900
H -1.0901 -1.5640 -2.7865
H 1.2324 0.5407 2.0422
H -1.2327 3.3682 2.2729
H 1.7724 2.3332 1.6499
*
```

## Properties
total energy: -20804.3457 eV
HOMO: -7.2 eV
energy relative to the best compared isomer or geometry (same formula, charge and spin): 2.4371 eV
Kohn-Sham gap: 7.0 eV

Atomic partial charges in e from the Mulliken method, atoms 1 to 2: number 1, C, carries -0.337; number 2, C, carries 0.142

An isolated molecule of C4H8N2S, computed with ωB97M-V/def2-TZVPD.

ORCA input file:
```
! wB97M-V def2-TZVPD RIJCOSX def2/J DEFGRID3
* xyz 0 1
C 2.6763 0.9512 -0.0474
C 0.9960 -1.0883 -0.0692
C -2.0860 -0.0542 0.7983
C -2.3615 0.0043 -0.7030
H 2.1647 1.2737 -0.8891
H 2.3301 1.4375 0.9027
H 3.7249 1.2410 -0.0917
H 0.6085 -2.1736 0.0027
H -2.7647 -0.6583 1.4627
H -1.5663 0.8161 1.2002
H -2.0665 0.8782 -1.2088
H -3.0958 -0.7001 -1.1997
N 0.0291 -0.2276 -0.0794
N -1.2581 -0.8461 -0.0766
S 2.6693 -0.8538 -0.0018
*
```

## Properties
total energy: -18090.2462 eV
structure (SMILES): CS/C=N/N1CC1
HOMO: -8.8 eV
energy relative to the best compared isomer or geometry (same formula, charge and spin): 3.4962 eV
Kohn-Sham gap: 9.6 eV

Atomic partial charges in e from the Mulliken method, atoms 1 to 2: number 1, C, carries -0.842; number 2, C, carries -0.059

A cluster of 40 separate species, H80O40 in total, computed with ωB97M-V/def2-TZVPD.

ORCA input file:
```
! wB97M-V def2-TZVPD RIJCOSX def2/J DEFGRID3
* xyz 1 2
H 2.3951 1.3866 -0.2659
H 3.7495 2.0941 0.1487
O 2.7661 2.2588 0.1485
H 6.2504 2.1792 -0.8397
H 6.7693 1.2913 0.2431
O 6.5152 2.2371 -0.0152
H -0.2585 -3.9791 1.7754
H -1.7977 -3.9918 2.1114
O -0.9479 -3.3855 2.1253
H -2.6549 -2.4570 -4.4107
H -2.6560 -3.4736 -3.4152
O -2.1540 -3.1808 -4.1128
H 3.4758 4.7436 1.7927
H 2.4186 4.1337 0.9483
O 3.0972 3.9094 1.6512
H 2.3982 -5.3923 -1.9218
O 2.5350 -4.5797 -2.3905
H 0.4132 4.7151 -2.6646
O 0.2822 5.5476 -2.3868
H 1.4449 -2.0010 -1.0622
H 0.7112 -2.8767 -2.1659
O 0.9848 -2.7917 -1.2089
H -3.6316 2.9169 3.4334
H -4.9474 2.8168 3.2409
O -4.2572 2.2178 3.3814
H -1.9439 2.7333 4.4111
H -1.0775 2.2840 5.5548
O -1.9477 2.1408 5.0971
H -0.7056 -0.9759 -0.7004
H -1.7708 -1.3167 -1.8795
O -1.2757 -0.5624 -1.4665
H -0.5728 0.2102 2.3045
O -0.6546 -0.5632 1.6622
H -4.6424 1.8499 -1.9503
H -3.5970 1.4057 -1.1939
O -3.8061 1.4492 -2.1116
H 1.1152 -4.2026 4.7891
H 0.8383 -3.9732 3.4368
O 0.7529 -3.4469 4.2131
H -5.2239 -2.7838 1.5618
H -6.1183 -3.2044 0.4663
O -5.8412 -2.3231 0.9441
H 5.9365 -0.9168 -1.3335
H 4.9170 -0.1112 -2.1008
O 5.7178 -0.0938 -1.7112
H 2.9460 -1.8310 -2.1035
H 3.7550 -1.7278 -0.7161
O 3.0615 -1.3744 -1.2364
H -4.3830 0.7144 2.1487
H -5.1464 -0.1100 1.2355
O -4.4485 0.5250 1.2778
H 2.8939 1.2126 2.5364
O 2.6264 0.3916 2.7495
H -3.6741 -3.6889 0.0224
H -2.1056 -3.4170 0.3290
O -2.7955 -3.7853 -0.2195
H -2.5829 1.3916 -3.7254
O -1.9536 1.2082 -4.5097
H -0.8117 -5.4770 -0.2962
H -2.0783 -5.3109 0.3201
O -1.3396 -5.9578 0.1997
H -5.1493 3.7068 -0.1684
H -4.5764 2.4045 0.0968
O -5.2621 2.8722 -0.3228
H 4.0042 2.1794 -4.7398
H 4.4702 2.4536 -3.2796
O 4.5867 1.8844 -4.0825
H -0.7925 3.4761 1.8848
H -0.5466 2.6475 3.1281
O -1.0940 3.3652 2.7895
H -0.2888 0.1607 -2.4617
H 0.8828 -0.2394 -3.4750
O 0.2634 0.3261 -3.3150
H 0.0572 2.8731 -0.5524
H 0.6010 1.9082 0.4758
O -0.0558 2.5793 0.3275
H 1.5151 -3.6765 0.4675
H 1.4888 -5.1030 1.1770
O 1.4904 -4.5659 0.2978
H -0.6000 -4.5757 4.1545
H -1.2908 -5.7971 3.6243
O -1.2400 -5.2579 4.4007
H 1.3949 -1.3457 1.6812
H 1.2601 -2.3791 2.7999
O 1.7806 -1.9339 2.2781
H -3.5817 -3.1096 3.4619
H -3.6404 -1.7909 2.7240
O -3.3673 -2.7499 2.6645
H 2.0074 3.6102 -1.5213
O 2.2465 4.2962 -1.0327
H -2.9882 5.1413 -0.5429
H -3.4376 4.3889 -1.8461
O -3.1880 4.2709 -0.8891
H 3.3167 -0.0733 2.1729
H 1.9441 -4.0688 -1.5554
H -1.2614 0.9767 -4.0044
H -0.6208 5.6150 -2.3819
H -1.5225 -0.7626 1.3659
H 1.8281 5.1537 -0.9495
O -0.3247 1.6697 -6.7012
H 0.6222 1.6358 -6.5080
H -0.6432 2.2251 -6.0645
O 5.5277 1.6186 2.2653
H 6.0663 2.3460 2.3229
H 4.6455 1.6320 1.8929
O 2.4003 2.7310 -3.4573
H 1.9973 1.8754 -3.9127
H 1.8447 3.2877 -3.9876
O -2.5010 -0.2647 4.0985
H -1.7199 -0.5173 4.4998
H -2.5696 0.7106 4.3717
O -0.8316 2.8299 -2.8582
H -0.7366 1.9489 -3.0055
H -1.7292 2.9993 -2.5634
O 1.9766 -0.4939 5.3354
H 2.5211 -0.9422 5.9625
H 2.4511 -0.5187 4.5575
O 0.8036 -2.9097 -3.9082
H 0.0464 -2.9182 -4.6986
H 1.6515 -3.2634 -4.4374
*
```

## Properties
total energy: -83179.5746 eV
HOMO (alpha / beta): -12.4 / -12.4 eV
expectation value of S²: 0.755
energy relative to the best compared isomer or geometry (same formula, charge and spin): 13.8580 eV
Kohn-Sham gap (alpha / beta): 8.4 / 1.8 eV

Atomic partial charges in e from the Mulliken method, atoms 1 to 2: number 1, H, carries -0.047; number 2, H, carries -0.034

An isolated molecule of C3H3Cl2F, computed with ωB97M-V/def2-TZVPD.

ORCA input file:
```
! wB97M-V def2-TZVPD RIJCOSX def2/J DEFGRID3
* xyz 0 1
C 1.6615 1.5337 0.0864
C 0.6912 0.3151 0.0141
C -0.6309 0.4545 0.0248
H 2.0657 1.6351 1.1404
H 1.3112 2.5319 -0.2307
H 2.3546 1.2809 -0.6801
F -1.1916 1.6547 -0.1077
Cl 1.5701 -1.2125 -0.0418
Cl -1.8841 -0.7969 0.0411
*
```

## Properties
total energy: -30920.9593 eV
structure (SMILES): C/C(Cl)=C(\F)Cl
HOMO: -9.6 eV
energy relative to the best compared isomer or geometry (same formula, charge and spin): 0.3556 eV
Kohn-Sham gap: 10.4 eV

Atomic partial charges in e from the Mulliken method, atoms 1 to 2: number 1, C, carries -0.959; number 2, C, carries 0.282

A structure of composition C43H50N8O8SbSi3TeTl, computed with ωB97M-V/def2-TZVPD.

ORCA input file:
```
! wB97M-V def2-TZVPD RIJCOSX def2/J DEFGRID3
* xyz -2 1
Tl 0.3886 0.5797 0.6361
C -3.1646 -2.2890 2.4794
C -3.2973 -1.8753 3.7937
C -2.7343 -0.6700 4.1799
C -2.0603 0.0988 3.2346
N -1.9733 -0.2888 1.9600
C -2.4909 -1.4536 1.5993
C -1.3798 1.3757 3.5866
C -1.1535 1.7643 4.9051
C -0.4903 2.9556 5.1298
C -0.0519 3.7162 4.0602
C -0.2803 3.2474 2.7677
N -0.9448 2.1073 2.5639
C 0.2297 3.9615 1.5594
C 1.2611 4.8931 1.6391
C 1.7473 5.4644 0.4739
C 1.1846 5.1045 -0.7352
C 0.1557 4.1763 -0.7207
N -0.3154 3.6217 0.3870
H -3.5636 -3.2355 2.1396
H -3.8083 -2.4944 4.5191
H -2.8084 -0.3515 5.2097
H -2.3450 -1.7381 0.5619
H -1.4467 1.1364 5.7338
H -0.3031 3.2896 6.1429
H 0.4656 4.6492 4.2353
H 1.7170 5.1349 2.5898
H 2.5801 6.1538 0.5053
H 1.5627 5.5042 -1.6657
H -0.3032 3.8387 -1.6449
O 1.9865 -3.0423 -0.6554
C 0.9305 -2.7169 -0.1020
O 0.0719 -1.8751 -0.5176
C 0.5662 -3.4258 1.2052
C 0.3615 -4.7675 1.2186
C -0.0190 -5.4360 2.4043
C -0.2277 -4.7204 3.5631
C 0.0063 -3.3574 3.5951
C 0.4902 -2.6359 2.4181
O 0.8077 -1.4194 2.3955
N -0.3451 -2.6932 4.8126
O 0.1216 -1.6068 5.0972
O -1.1565 -3.2600 5.5531
N -0.1992 -6.8491 2.4054
O -0.0080 -7.4692 1.3644
O -0.5421 -7.4062 3.4473
H 0.4950 -5.3489 0.3165
H -0.5535 -5.2243 4.4599
C 3.5478 -0.4499 1.7612
Te 2.6553 0.0855 3.6428
C 4.5204 1.2306 3.8249
C 5.5069 0.6149 2.8740
C 6.8753 0.8580 2.9485
C 7.7474 0.3078 2.0215
C 7.2552 -0.4895 0.9974
C 5.8947 -0.7393 0.9150
C 5.0199 -0.2048 1.8563
H 3.1340 0.1886 0.9784
H 3.3162 -1.4822 1.5074
H 4.9055 1.2361 4.8458
H 4.3428 2.2699 3.5357
H 7.2610 1.4969 3.7363
H 8.8108 0.5049 2.0932
H 7.9302 -0.9058 0.2597
H 5.4997 -1.3556 0.1153
N 2.7968 0.3304 -2.1738
C 3.0907 1.5580 -1.6218
O 2.4791 1.9545 -0.6154
C 4.0712 2.3584 -2.3013
C 4.8106 1.8499 -3.3800
N 5.4235 1.4040 -4.2579
C 4.3426 3.6671 -1.8685
N 4.5718 4.7541 -1.5390
H 2.2978 -0.3397 -1.6041
H 3.4430 -0.0651 -2.8373
C -2.6799 1.1854 -5.7513
Si -1.8153 1.5703 -4.0903
C -0.0089 1.9199 -4.5623
C -2.5940 3.2374 -3.5745
Sb -1.8081 0.0668 -1.9718
Si -1.4699 -2.1834 -3.1958
C -2.1173 -3.6608 -2.1943
C -2.4987 -2.2456 -4.8091
C 0.3181 -2.4018 -3.7565
Si -4.3973 0.1122 -1.7892
C -4.7810 1.5787 -0.6389
C -5.4721 0.3989 -3.3414
C -5.1916 -1.3736 -0.8970
H -2.6567 2.0651 -6.3990
H -3.7238 0.8998 -5.6058
H -2.1845 0.3688 -6.2785
H 0.0773 2.8048 -5.1974
H 0.4200 1.0737 -5.1038
H 0.6083 2.0769 -3.6743
H -2.2112 4.0607 -4.1825
H -2.3809 3.4666 -2.5279
H -3.6808 3.2139 -3.6882
H -3.2091 -3.7014 -2.2061
H -1.7842 -3.5948 -1.1579
H -1.7404 -4.6009 -2.6050
H -3.4944 -1.8160 -4.6738
H -2.6196 -3.2758 -5.1548
H -2.0009 -1.6860 -5.6033
H 0.9549 -2.6674 -2.9117
H 0.7007 -1.4669 -4.1763
H 0.4086 -3.1827 -4.5165
H -4.5553 2.5344 -1.1184
H -4.1634 1.5114 0.2608
H -5.8299 1.5938 -0.3309
H -5.2191 1.3524 -3.8106
H -6.5350 0.4184 -3.0898
H -5.3175 -0.3859 -4.0860
H -4.9689 -1.3260 0.1705
H -4.8149 -2.3295 -1.2680
H -6.2775 -1.3720 -1.0147
*
```

## Properties
total energy: -115863.1283 eV
HOMO: -3.0 eV
energy relative to the best compared isomer or geometry (same formula, charge and spin): 0.3533 eV
Kohn-Sham gap: 6.6 eV

Atomic partial charges in e from the Mulliken method, atoms 1 to 2: number 1, Tl, carries 2.376; number 2, C, carries -0.752

A structure of composition C42H45AsClF2N4SbTi, computed with ωB97M-V/def2-TZVPD.

ORCA input file:
```
! wB97M-V def2-TZVPD RIJCOSX def2/J DEFGRID3
* xyz 0 3
Ti 0.8445 -0.5746 1.0159
C 1.6749 -3.6173 1.8177
C 1.6502 -2.6924 2.9973
C 2.2649 -3.0248 4.1706
C 2.2069 -2.1670 5.2828
C 1.4490 -1.0113 5.1529
C 0.8182 -0.7057 3.9578
N 0.9745 -1.4930 2.8319
Sb -0.3588 1.0594 4.1020
C -2.2183 0.4704 3.1860
C -3.2350 -0.0949 3.9429
C -4.4508 -0.3447 3.3246
C -4.6010 -0.0166 1.9910
C -3.5273 0.5360 1.2996
C -3.6285 0.9054 -0.1509
N -2.3590 0.7781 1.8957
C 0.1428 2.1845 2.3086
C -0.1444 3.5388 2.4130
C 0.0566 4.3664 1.3230
C 0.5759 3.8180 0.1660
C 0.8740 2.4654 0.1261
C 1.4733 1.8366 -1.0922
N 0.6325 1.6567 1.1744
H 2.3952 -4.4180 1.9753
H 1.9514 -3.0929 0.9016
H 0.6876 -4.0582 1.6533
H 2.8032 -3.9620 4.2246
H 2.7095 -2.4093 6.2081
H 1.3363 -0.3353 5.9924
H -3.0791 -0.3341 4.9876
H -5.2682 -0.7990 3.8712
H -5.5326 -0.2113 1.4755
H -3.8729 1.9656 -0.2550
H -4.4084 0.3273 -0.6467
H -2.6723 0.7257 -0.6441
H -0.5308 3.9385 3.3420
H -0.1776 5.4220 1.3783
H 0.7634 4.4287 -0.7067
H 1.5037 2.5414 -1.9216
H 0.8830 0.9729 -1.4081
H 2.4876 1.4940 -0.8744
F 5.2127 1.4943 3.7136
C 4.7965 0.7806 2.6489
C 3.4491 0.6825 2.3754
C 3.0024 -0.0536 1.2790
C 3.9586 -0.6707 0.4517
C 5.3103 -0.5446 0.7764
F 6.2774 -1.1327 0.0277
C 5.7565 0.1696 1.8655
C 3.4341 -1.3673 -0.7374
C 4.2208 -1.9620 -1.7284
C 3.6261 -2.5207 -2.8417
C 2.2473 -2.4721 -2.9675
C 1.5280 -1.8899 -1.9442
N 2.0849 -1.3670 -0.8454
H 2.7573 1.1822 3.0470
H 6.8108 0.2470 2.0871
H 5.2911 -1.9761 -1.6272
H 4.2368 -2.9805 -3.6082
H 1.7341 -2.8816 -3.8262
H 0.4515 -1.8386 -2.0003
C 1.6367 0.8031 -4.7187
C 0.3317 0.0724 -5.0175
As -1.0513 0.4228 -3.6611
C -2.5241 -0.5046 -4.5783
C -3.8843 -0.1781 -3.9713
C -1.4930 2.2895 -4.1279
C -1.8307 2.5809 -5.5840
H 2.3957 0.5830 -5.4716
H 2.0399 0.5109 -3.7463
H 1.4911 1.8860 -4.7077
H 0.4931 -1.0082 -5.0162
H -0.0514 0.3361 -6.0051
H -2.3146 -1.5724 -4.4819
H -2.4996 -0.2663 -5.6434
H -3.9068 -0.4239 -2.9080
H -4.6813 -0.7389 -4.4621
H -4.1205 0.8837 -4.0681
H -0.6358 2.8856 -3.8040
H -2.3189 2.5737 -3.4720
H -0.9939 2.3499 -6.2448
H -2.0741 3.6361 -5.7231
H -2.6907 2.0003 -5.9206
Cl -5.8671 -4.1963 2.3719
C -4.4065 -3.5118 1.7032
C -3.2730 -3.4101 2.4900
C -2.1290 -2.8248 1.9674
C -2.0752 -2.3457 0.6556
C -0.8181 -1.7978 0.0575
C -3.2413 -2.4809 -0.1074
C -4.3987 -3.0511 0.3982
H -3.2922 -3.7694 3.5109
H -1.2551 -2.7206 2.5990
H -1.0718 -1.3002 -0.8897
H -0.2173 -2.6763 -0.2212
H -3.2292 -2.1408 -1.1384
H -5.2875 -3.1433 -0.2129
*
```

## Properties
total energy: -158692.2242 eV
HOMO (alpha / beta): -5.1 / -7.4 eV
expectation value of S²: 2.034
energy relative to the best compared isomer or geometry (same formula, charge and spin): 0.0214 eV
Kohn-Sham gap (alpha / beta): 5.2 / 7.5 eV

Atomic partial charges in e from the Mulliken method, atoms 1 to 2: number 1, Ti, carries -1.455; number 2, C, carries -0.796